{"formula": "C3H8N4O", "method": "ωB97M-V with the def2-TZVPD basis set", "spin_multiplicity": 1, "e_homo_ev": -8.9693, "smiles": "[H]/N=C(NOC)/C(N)=N\\[H]", "lumo_ha": 0.02841, "elements": ["H", "N", "C", "N", "O", "C", "C", "N", "N", "H", "H", "H", "H", "H", "H", "H"], "positions_angstrom": [[1.1820, 2.5635, 0.1595], [1.5574, 1.6314, 0.0101], [0.6794, 0.7671, 0.0267], [-0.7198, 1.1341, 0.0049], [-1.5823, 0.1965, -0.5624], [-2.4681, -0.3121, 0.4621], [1.0251, -0.6530, 0.0337], [0.1064, -1.6730, -0.1755], [2.2372, -1.0146, 0.1930], [2.9261, -0.1981, 0.2561], [-0.8035, 2.1128, -0.4164], [-3.0906, -1.1428, 0.0208], [-3.0062, 0.5642, 0.8021], [-1.9687, -0.7215, 1.3502], [-0.7732, -1.4769, -0.6374], [0.5061, -2.6300, -0.3972]], "atomic_forces_ev_per_a": [[0.0, 0.2, -0.4], [1.9, 1.5, 0.8], [-3.7, 0.0, -0.8], [1.2, 1.4, 0.1], [-0.5, 0.1, 0.1], [-0.3, -0.1, 0.0], [1.5, -2.5, -0.6], [0.0, -1.6, -0.3], [1.4, 1.2, 0.0], [-1.7, -1.2, 0.1], [-0.4, -2.1, 0.5], [0.5, 1.2, 0.2], [-0.8, -0.2, 0.1], [0.4, 0.1, -0.5], [0.7, 0.0, 0.1], [-0.4, 2.1, 0.6]], "lowdin_charge": [0.07, 0.15, -0.37, 0.01, -0.24, -0.08, -0.45, 0.10, 0.11, 0.07, 0.17, 0.11, 0.08, 0.08, 0.06, 0.13]}

=====

{"formula": "C3H8N4O", "method": "ωB97M-V with the def2-TZVPD basis set", "spin_multiplicity": 1, "e_homo_ev": -8.5294, "lumo_ha": 0.01420, "elements": ["C", "C", "C", "H", "H", "H", "H", "H", "H", "H", "H", "N", "N", "N", "N", "O"], "positions_angstrom": [[-2.0666, 1.5107, 0.5263], [-0.0698, 0.4489, -0.2650], [1.4992, 0.7586, -0.2331], [-2.3826, 0.7281, 1.3576], [-2.3623, 2.4279, 1.0477], [-2.6458, 1.3802, -0.3862], [0.3070, -1.4505, -0.5471], [-2.4839, -0.5653, -0.8120], [1.6121, 1.8591, -0.2292], [1.6970, -1.1419, 1.5296], [2.6519, -1.9991, 0.4884], [-0.6551, 1.2993, 0.3843], [-0.5017, -0.8341, -0.7309], [2.4737, -0.0937, 0.0956], [1.8159, -1.4323, 0.1767], [-1.8124, -1.2653, -0.2623]], "atomic_forces_ev_per_a": [[-0.8, -2.5, 3.2], [2.4, -3.6, -0.1], [0.9, -2.0, 0.8], [0.0, 1.2, -1.9], [0.6, 0.3, -0.7], [0.0, 0.1, 0.0], [-1.2, -0.6, 0.1], [2.8, -3.2, 2.2], [0.6, -0.8, -0.1], [-0.6, -1.7, -4.5], [-0.9, 0.2, -1.2], [-1.5, 3.9, 0.3], [-0.2, 2.1, -0.7], [-4.0, 2.3, -2.2], [3.3, 1.1, 7.2], [-1.2, 3.2, -2.4]], "lowdin_charge": [-0.14, -0.37, -0.07, 0.12, 0.06, 0.06, 0.05, 0.17, 0.10, 0.25, 0.06, 0.01, -0.04, -0.08, -0.08, -0.12]}

=====

{"formula": "C3H8N4O", "method": "ωB97M-V with the def2-TZVPD basis set", "spin_multiplicity": 1, "e_homo_ev": -8.6939, "smiles": "[H]/N=C(N)/N=C\\N(C)O", "lumo_ha": 0.01294, "elements": ["H", "N", "C", "N", "N", "C", "N", "C", "O", "H", "H", "H", "H", "H", "H", "H"], "positions_angstrom": [[1.9387, -2.2783, 0.3322], [1.1246, -1.7728, -0.0290], [1.5081, -0.5863, -0.2695], [2.8301, -0.1202, -0.0569], [0.8850, 0.5215, -0.9864], [-0.4006, 0.9027, -1.0321], [-1.4857, 0.5639, -0.2993], [-1.5447, -0.1854, 0.9402], [-2.6960, 1.0611, -0.6053], [3.3998, -0.7253, 0.5472], [3.1222, 0.5195, -0.8387], [-0.6605, 1.5436, -1.8340], [-0.5511, -0.8294, 1.2654], [-2.3570, -1.0010, 0.8877], [-2.1013, 0.6489, 1.7316], [-3.0119, 1.7375, 0.2469]], "atomic_forces_ev_per_a": [[-0.4, -0.1, -0.2], [-0.6, 0.2, 0.4], [1.3, 2.6, -1.1], [-0.9, 0.0, -0.4], [-3.0, -0.9, 0.5], [2.6, -1.9, 0.7], [1.7, -1.7, 1.3], [-0.9, -0.8, 2.3], [-2.2, 3.3, 2.2], [0.1, 0.8, -1.1], [0.2, -1.2, 1.8], [-0.2, 0.9, -0.6], [-2.4, 2.4, -0.9], [1.1, 1.3, -0.3], [2.1, -2.3, -1.5], [1.4, -2.5, -3.2]], "lowdin_charge": [0.04, 0.08, -0.57, 0.06, 0.08, -0.13, -0.29, -0.06, -0.06, 0.09, 0.11, 0.11, 0.12, 0.09, 0.13, 0.21]}

=====

{"formula": "C3H8N4O", "method": "ωB97M-V with the def2-TZVPD basis set", "spin_multiplicity": 1, "e_homo_ev": [-7.8040, -7.8031], "smiles": "[H]/N=C(NC)/C(N)=N/O", "lumo_ha": [0.00471, 0.00475], "elements": ["H", "N", "C", "N", "C", "C", "N", "N", "O", "H", "H", "H", "H", "H", "H", "H"], "positions_angstrom": [[1.3072, -0.0089, 2.3037], [1.5902, 0.3135, 1.3769], [0.5354, 0.5217, 0.6676], [-0.8220, 0.2034, 0.9777], [-1.2766, -1.1282, 1.3089], [0.5220, 0.7006, -0.7917], [1.6244, 0.7017, -1.6205], [-0.7888, 0.6934, -1.1727], [-0.9727, 0.0857, -2.4176], [-1.5370, 0.9219, 0.8788], [-1.7381, -1.1254, 2.2999], [-2.0120, -1.4993, 0.5913], [-0.4523, -1.8435, 1.3437], [2.4488, 0.3585, -1.1308], [1.7662, 1.6007, -2.0693], [-0.1949, -0.4957, -2.5461]], "atomic_forces_ev_per_a": [[0.0, 0.1, 0.0], [-1.3, 0.3, -1.1], [-0.7, -1.3, 0.6], [0.5, 0.6, 3.6], [0.0, 0.3, 0.5], [-3.1, 1.0, -0.8], [0.1, -0.5, 0.2], [3.6, -1.1, -1.5], [0.4, 0.6, -0.4], [0.7, -0.6, -0.2], [-0.1, -0.3, 0.0], [0.0, 0.0, -0.2], [0.1, 0.2, -0.1], [-0.1, 0.3, -0.2], [0.1, -0.3, -0.1], [-0.2, 0.5, -0.2]], "lowdin_charge": [0.06, 0.16, -0.38, -0.12, -0.11, -0.34, 0.11, 0.04, -0.06, 0.13, 0.07, 0.07, 0.08, 0.09, 0.11, 0.09]}

=====

{"formula": "C3H8N4O", "method": "ωB97M-V with the def2-TZVPD basis set", "spin_multiplicity": 1, "e_homo_ev": -9.0508, "smiles": "[H]/N=C(\\N)N(N)C(C)=O", "lumo_ha": 0.01964, "elements": ["H", "N", "C", "N", "N", "N", "C", "C", "O", "H", "H", "H", "H", "H", "H", "H"], "positions_angstrom": [[-2.0505, 1.2226, -1.8551], [-2.0254, 0.5642, -1.0706], [-0.7838, 0.3905, -0.7431], [0.1649, 1.0808, -1.4239], [-0.4862, -0.5433, 0.2693], [-1.5681, -1.4293, 0.6093], [0.7554, -0.8609, 0.8503], [1.6756, 0.3084, 1.0980], [1.1131, -2.0088, 1.1289], [0.0412, 2.0875, -1.3890], [1.1306, 0.8276, -1.2711], [-2.3680, -1.0800, 0.0631], [-1.3291, -2.3360, 0.2057], [2.4249, 0.3692, 0.3057], [2.1845, 0.1593, 2.0550], [1.1209, 1.2482, 1.1675]], "atomic_forces_ev_per_a": [[-0.1, -0.4, 0.2], [0.7, -0.1, 0.6], [-2.5, -0.2, 0.1], [2.1, 0.7, 0.1], [-0.3, -0.5, -0.2], [0.2, -0.1, -0.5], [0.9, -1.2, -0.3], [-0.1, 0.4, 0.3], [-1.4, 1.9, -0.3], [0.0, -0.3, -0.2], [-0.1, 0.1, 0.0], [0.4, 0.1, 0.3], [0.0, 0.0, 0.1], [0.1, 0.0, 0.2], [0.0, -0.2, -0.3], [0.2, -0.1, -0.1]], "lowdin_charge": [0.05, 0.10, -0.51, 0.13, -0.06, 0.09, -0.44, -0.02, 0.07, 0.11, 0.08, 0.06, 0.09, 0.08, 0.09, 0.08]}

=====

{"formula": "C3H8N4O", "method": "ωB97M-V with the def2-TZVPD basis set", "spin_multiplicity": 1, "e_homo_ev": -8.9446, "smiles": "[H]/N=C\\N=C(\\NC)NO", "lumo_ha": 0.01607, "elements": ["H", "N", "C", "N", "C", "N", "C", "N", "O", "H", "H", "H", "H", "H", "H", "H"], "positions_angstrom": [[-1.3396, 1.6971, 0.8230], [-2.2898, 1.7215, 0.3463], [-2.0538, 1.2716, -0.8458], [-0.6928, 1.0095, -1.3899], [-0.1655, 0.1950, -0.4976], [1.0039, -0.3806, -0.8340], [2.0670, -0.5862, 0.1663], [-0.5780, -0.3028, 0.6648], [-0.3005, -1.7068, 0.6259], [-2.7304, 0.7987, -1.6240], [1.3685, -0.0267, -1.7737], [3.0298, -0.0787, -0.2135], [2.1350, -1.6021, 0.8989], [1.9343, 0.1766, 1.0764], [-1.4947, -0.1998, 1.0506], [0.1066, -1.9861, 1.5263]], "atomic_forces_ev_per_a": [[-1.3, 1.2, -0.6], [0.9, -1.4, -1.5], [1.4, -0.5, -0.7], [-2.3, -0.4, 3.3], [1.1, 1.1, -3.7], [3.5, 0.1, -1.9], [0.9, 1.7, 3.5], [-0.2, -2.2, 2.6], [0.2, -1.0, 2.9], [-0.3, 1.6, 1.3], [-0.9, -0.7, 2.0], [-1.1, -1.9, 0.3], [0.1, 2.3, -3.1], [-0.3, -1.3, -1.8], [-0.6, 0.4, -0.4], [-1.0, 1.1, -2.1]], "lowdin_charge": [0.06, 0.05, -0.28, 0.10, -0.55, -0.03, -0.13, 0.00, -0.07, 0.12, 0.17, 0.09, 0.12, 0.10, 0.11, 0.14]}

=====

{"formula": "C3H8N4O2", "method": "ωB97M-V with the def2-TZVPD basis set", "spin_multiplicity": 1, "e_homo_ev": -9.3672, "smiles": "[H]/N=N\\C=C.NOC(N)=O", "lumo_ha": 0.00439, "elements": ["H", "N", "N", "C", "C", "H", "H", "H", "N", "O", "C", "N", "O", "H", "H", "H", "H"], "positions_angstrom": [[-1.0972, 1.5742, -0.8640], [-0.8864, 1.4713, 0.1574], [0.2943, 1.5236, 0.4656], [1.2843, 1.6959, -0.4817], [2.5602, 1.6867, -0.1094], [0.9731, 1.8136, -1.5243], [2.8199, 1.5551, 0.9268], [3.3620, 1.7968, -0.8181], [-0.8625, -0.9547, 2.0706], [-1.5381, -1.5462, 0.9679], [-0.8474, -1.5889, -0.1965], [-1.6395, -2.0521, -1.1890], [0.3001, -1.2396, -0.3218], [0.1369, -0.9992, 1.8514], [-1.1187, 0.0362, 2.0639], [-1.2044, -2.3348, -2.0510], [-2.5365, -2.4377, -0.9478]], "atomic_forces_ev_per_a": [[0.6, 0.0, 0.0], [-1.1, 0.1, -0.1], [0.0, 0.0, 1.1], [0.9, 0.2, -1.1], [-0.4, 0.0, -0.1], [0.0, 0.0, 0.1], [0.0, 0.0, 0.2], [0.1, 0.0, -0.2], [0.3, 0.0, 0.4], [-0.2, 0.0, -0.1], [0.1, 0.3, 0.3], [-0.3, -0.2, -0.2], [0.3, -0.1, -0.1], [-0.3, 0.1, -0.1], [0.1, -0.3, -0.3], [0.0, 0.0, 0.2], [0.0, 0.0, 0.0]], "lowdin_charge": [0.07, 0.07, -0.10, -0.25, 0.06, 0.11, 0.06, 0.06, 0.06, -0.07, -0.66, 0.18, 0.05, 0.07, 0.06, 0.11, 0.11]}

=====

{"formula": "C3H8N4S", "method": "ωB97M-V with the def2-TZVPD basis set", "spin_multiplicity": 3, "e_homo_ev": [-14.4282, -18.4953], "charge": 2, "s2": 2.009, "lumo_ha": [-0.30978, -0.44295], "elements": ["C", "C", "C", "N", "N", "N", "N", "S", "H", "H", "H", "H", "H", "H", "H", "H"], "positions_angstrom": [[-1.1986, -1.6052, -0.1225], [0.0577, 0.8173, -0.0281], [0.7812, -0.3442, -0.5952], [-1.5205, -0.6928, 0.7850], [-0.1189, -1.4477, -0.8242], [-0.9198, 0.5888, 0.8386], [0.5576, 2.0272, -0.1938], [2.2443, -0.7629, 0.5830], [-1.7997, -2.4180, -0.1559], [1.3103, 0.1105, -1.5088], [-2.3469, -0.9040, 1.3562], [0.0848, -2.2610, -1.3727], [-1.4539, 1.3860, 1.1354], [1.2087, 2.4576, -0.7876], [0.0885, 2.7539, 0.3530], [3.0251, 0.2946, 0.5374]], "atomic_forces_ev_per_a": [[1.1, 4.3, 2.4], [2.2, -2.5, -3.5], [-1.8, 4.1, -2.1], [-1.0, -0.3, -0.7], [1.0, -0.8, -0.4], [-1.0, -1.0, 1.7], [-1.6, 2.1, 2.6], [1.6, -2.8, 1.9], [-1.6, -2.7, -0.4], [-0.8, -1.5, 0.9], [0.4, 0.7, 0.0], [0.8, -0.1, -0.8], [-0.9, -0.2, 0.3], [1.0, -0.4, -1.4], [0.4, -0.1, -0.2], [0.2, 1.1, -0.4]], "lowdin_spin": [0.00, 0.30, 0.21, 0.02, 0.03, 0.13, 0.13, 1.10, 0.00, 0.01, 0.00, 0.00, 0.01, 0.01, 0.01, 0.05]}

=====

{"formula": "C3H8N5", "method": "ωB97M-V with the def2-TZVPD basis set", "spin_multiplicity": 1, "e_homo_ev": -13.4517, "charge": 1, "smiles": "NC1=N[N@@H+](N)CC=N1", "lumo_ha": -0.17715, "elements": ["N", "C", "N", "N", "N", "C", "C", "N", "H", "H", "H", "H", "H", "H", "H", "H"], "positions_angstrom": [[0.3086, 2.3254, 1.6961], [-0.1230, 1.4195, 0.9006], [0.6834, 0.8862, -0.3027], [0.1736, -0.2521, -0.8564], [1.1991, -1.0585, -1.5373], [-0.7244, -1.0801, 0.1498], [-1.8247, -0.0986, 0.4217], [-1.4166, 1.0219, 0.8696], [-0.2631, 3.0554, 2.2545], [1.3023, 2.4224, 1.6581], [-0.2660, -0.0480, -1.7734], [1.4878, -0.5371, -2.3601], [1.8358, -1.3806, -0.9133], [-0.0465, -1.3500, 1.0081], [-1.0328, -2.0530, -0.2288], [-2.9456, -0.4670, 0.3502]], "atomic_forces_ev_per_a": [[-0.1, 2.2, 1.8], [0.9, -4.2, -6.7], [-0.6, 4.1, 5.4], [-0.3, -2.4, -1.0], [-3.6, 0.5, -1.3], [1.2, -0.5, -1.0], [-0.5, -1.1, 1.5], [-2.5, 0.6, 0.2], [1.1, -2.2, -1.4], [0.6, 0.6, 0.1], [-1.4, 0.4, 1.0], [0.6, -0.1, 0.6], [2.8, -0.7, 2.0], [-0.6, 0.9, -0.6], [0.0, 0.3, -0.7], [2.3, 1.4, 0.1]], "lowdin_charge": [0.22, -0.36, 0.07, -0.25, 0.14, -0.04, -0.07, 0.13, 0.21, 0.13, 0.19, 0.12, 0.06, 0.15, 0.12, 0.18]}

=====

{"formula": "C3H8N5S", "method": "ωB97M-V with the def2-TZVPD basis set", "spin_multiplicity": 1, "e_homo_ev": [-13.0821, -13.0183], "charge": 1, "lumo_ha": [-0.22839, -0.22185], "elements": ["C", "C", "C", "N", "N", "N", "N", "N", "S", "H", "H", "H", "H", "H", "H", "H", "H"], "positions_angstrom": [[0.4650, -2.6524, -0.8742], [-0.5508, 0.6204, -0.8131], [0.2477, 1.4600, 1.3077], [1.0530, -1.7633, -0.1466], [-0.7439, -3.1241, -0.6026], [-1.4693, -3.2596, 0.3661], [0.5132, 0.8190, 0.0881], [1.2466, -0.8699, 0.5558], [-1.1020, -3.3529, 1.9571], [0.9483, -3.0211, -1.7670], [-0.6644, 1.5668, -1.3576], [-0.2882, -0.1244, -1.5685], [-1.5184, 0.3789, -0.3502], [-0.7386, 1.2405, 1.7392], [1.0485, 1.2547, 2.0170], [0.2993, 2.5377, 1.0902], [-2.3740, -3.6071, 2.3065]], "atomic_forces_ev_per_a": [[0.6, -0.6, -0.7], [-0.8, -0.3, -0.2], [-0.4, 0.2, 1.0], [-0.1, 0.5, 0.4], [-0.5, -0.2, -0.8], [-1.4, -0.1, -0.1], [1.6, -1.4, -0.8], [-0.3, 1.8, 0.5], [0.8, 0.0, 0.7], [0.2, 0.1, 0.0], [0.1, 0.0, 0.0], [0.0, 0.1, 0.0], [0.1, 0.0, 0.0], [0.1, 0.0, 0.0], [0.0, 0.0, 0.0], [0.0, -0.1, 0.0], [0.0, 0.1, 0.0]], "lowdin_charge": [-0.13, -0.11, -0.12, 0.05, -0.02, -0.39, -0.10, 0.27, 0.87, 0.15, 0.13, 0.08, 0.10, 0.10, 0.09, 0.12, -0.09]}

=====

{"formula": "C3H8N6", "method": "ωB97M-V with the def2-TZVPD basis set", "spin_multiplicity": 1, "e_homo_ev": -8.7497, "smiles": "[H]/N=C(/N)N/C=N/C=N\\N", "lumo_ha": 0.02803, "elements": ["H", "N", "C", "N", "N", "C", "N", "C", "N", "N", "H", "H", "H", "H", "H", "H", "H"], "positions_angstrom": [[3.2015, 0.9951, -1.3237], [3.1916, 0.7393, -0.3584], [2.2180, 0.0406, -0.0108], [2.0815, -0.2193, 1.3705], [1.1825, -0.5468, -0.8235], [-0.1800, -0.7250, -0.6823], [-0.7655, -0.9091, 0.4069], [-2.1918, -0.9497, 0.2189], [-2.9958, 0.0656, -0.0033], [-2.5571, 1.3883, 0.0111], [2.7253, 0.3647, 1.9064], [1.2328, -0.5965, 1.7463], [1.4167, -0.3886, -1.7748], [-0.6245, -0.8272, -1.7109], [-2.5918, -1.9287, 0.1697], [-1.8859, 1.5426, 0.7584], [-3.4576, 1.9546, 0.0995]], "atomic_forces_ev_per_a": [[0.1, 0.0, -0.7], [0.8, 0.5, -0.6], [-2.3, -1.2, 3.2], [0.8, 0.4, -1.6], [1.1, 0.8, -0.1], [1.5, -0.3, -1.4], [-1.7, 0.8, 0.8], [-0.4, 3.0, -0.6], [1.2, -2.4, 0.6], [-1.5, 0.0, 0.0], [-0.7, -0.5, -0.1], [-0.2, 0.1, 0.1], [0.2, 0.0, -0.8], [-0.1, 0.3, 1.0], [-0.7, -0.7, 0.1], [-0.1, 0.3, 0.0], [2.1, -0.9, 0.1]], "lowdin_charge": [0.03, 0.12, -0.52, 0.12, 0.09, -0.24, 0.06, -0.23, -0.07, -0.03, 0.10, 0.06, 0.11, 0.15, 0.08, 0.07, 0.11]}

=====

{"formula": "C3H8NO", "method": "ωB97M-V with the def2-TZVPD basis set", "spin_multiplicity": 1, "e_homo_ev": -1.0713, "charge": -1, "lumo_ha": 0.14559, "elements": ["C", "C", "C", "O", "N", "H", "H", "H", "H", "H", "H", "H", "H"], "positions_angstrom": [[0.5959, 0.9114, -0.0155], [0.3978, -0.5503, -0.3106], [1.2386, -1.4276, 0.5155], [1.6034, -2.5759, 0.3083], [-0.2751, 2.0531, -0.5970], [0.1370, 1.2204, 0.9284], [1.6600, 1.1375, -0.0260], [0.0288, -0.9339, -1.2582], [-0.1090, -1.1138, 0.6044], [1.5968, -0.9240, 1.4203], [-2.8741, 0.4811, -0.0380], [-1.1560, 1.6096, -0.8475], [-2.8441, 0.1124, -0.6842]], "atomic_forces_ev_per_a": [[-2.4, 2.3, 0.8], [0.5, -1.0, 1.9], [2.6, 0.0, -1.6], [-0.2, -0.7, 0.0], [0.9, -0.8, -1.4], [1.2, -1.4, 1.1], [0.1, 0.2, -0.3], [0.0, -0.1, 0.1], [-2.6, 1.1, -0.8], [-0.2, 0.3, 0.4], [0.0, 0.0, -0.1], [0.0, -0.1, 0.0], [-0.1, 0.0, 0.1]], "lowdin_charge": [-0.46, -0.15, -0.43, -0.05, -0.24, 0.06, 0.07, 0.11, 0.14, 0.12, 0.02, -0.20, 0.01]}

=====

Record order is preserved below.
Energy above the lowest of the compared OMol25 structures with the same formula, charge and spin: 87.9, 186.4, 116.9, 110.9, 42.6, 129.6, 80.6, 0.0, 96.3, 152.1, 0.0, 102.1 kcal/mol